# 1
An isolated ion of composition C6H11BrNOS and charge +1, computed with wB97M-V/def2-TZVPD.

Geometry (Å):
C -1.006724 0.499943 -1.431890
C -1.062449 -1.389688 0.219113
C 0.265940 0.615426 0.496280
C 0.056607 -1.845748 1.212942
C 1.577029 -0.207019 0.564340
C -0.391926 1.702230 -2.118270
N -0.711987 -0.076217 -0.332685
O 1.325712 -1.562227 0.669991
S -2.123920 -0.217691 -2.752795
Br -3.620798 -1.422760 -1.887203
H -1.250545 -2.229645 -0.565210
H -2.008107 -1.457739 0.746057
H -0.082028 0.909543 1.400705
H 0.502412 1.662322 0.119981
H -0.006673 -1.474642 2.265632
H 0.126329 -3.006636 1.341855
H 2.348687 -0.184476 -0.323593
H 2.272481 0.105255 1.400262
H -0.672303 1.846753 -3.112745
H 0.653050 1.469995 -2.112313
H -0.566411 2.705740 -1.585341

Forces on atoms 1 to 3 (eV/Å):
C -2.574 -1.278 -3.726
C -0.263 -3.134 -0.239
C 3.311 1.587 -2.681

Summary:
* total charge: +1
* gap between HOMO and LUMO: 8.89 eV
* HOMO: -13.45 eV
* relative energy (zero: lowest compared OMol25 entry of this formula, charge and spin): 54.6 kJ/mol
* LUMO level: -0.1673 Eh
* molecular weight: 225.13 g/mol


# 2
C20H31Cl2N4O3Tl as an isolated structure, computed with wB97M-V/def2-TZVPD.

Geometry (Å):
O 0.868209 3.685288 -0.420184
C 1.932280 3.840763 -1.039820
C 2.138631 3.434754 -2.439510
C 1.311922 2.472720 -3.092483
H 0.588129 1.892790 -2.504224
C 1.404592 2.307314 -4.464610
H 0.761766 1.573059 -4.935206
C 2.306891 3.059664 -5.212411
H 2.363023 2.902649 -6.283832
C 3.200085 3.916648 -4.560787
H 3.978701 4.423729 -5.107000
C 3.091143 4.131281 -3.188554
H 3.722467 4.856250 -2.663362
H 2.853935 4.067011 -0.439294
C 3.317081 0.565705 1.301285
C 2.899673 -0.467107 0.288866
H 4.313725 0.937555 1.059667
H 3.345681 0.198619 2.324483
H 2.609777 1.414143 1.238969
C 3.265433 -0.566460 -1.005795
C 4.504017 -1.208266 -1.597868
H 2.683435 0.038431 -1.727905
H 5.095502 -0.448002 -2.111388
H 4.227132 -1.964333 -2.346267
H 5.073213 -1.677600 -0.801462
Tl 0.950140 -1.259911 0.373836
Cl -0.011355 -0.957858 -1.948853
Cl 2.204060 -3.325771 1.037766
H -2.781057 3.666955 -2.753320
H -3.772335 1.270915 -2.236173
C -1.818264 3.141448 -2.684240
C -2.740180 0.933169 -2.076751
N -1.903053 2.061131 -1.715019
H -1.030514 3.829782 -2.362411
C -1.537168 2.250673 -0.425248
O -1.572295 1.377602 0.459781
H -2.660804 0.211676 -1.254152
H -1.254819 3.299623 -0.209269
H -1.566532 2.725859 -3.666012
H -2.356247 0.485024 -2.991622
H -0.676956 1.307670 5.532315
H -1.251472 3.376237 4.252730
C 0.214276 1.182168 4.898599
C -0.402969 3.199457 3.578201
N -0.010425 1.806092 3.606584
H 0.411896 0.127931 4.724461
C 0.280789 1.184483 2.472979
O 0.505465 -0.054717 2.420145
H -0.706966 3.445084 2.558027
H 0.309760 1.823012 1.585844
H 1.062458 1.653393 5.420645
H 0.431073 3.859576 3.880631
N -2.572208 -3.784316 0.955476
C -2.705887 -3.162042 2.194170
C -1.698981 -2.235951 2.259699
N -0.981994 -2.278419 1.069359
C -1.528492 -3.227233 0.312388
H -3.159127 -4.508050 0.562323
H -3.478677 -3.361939 2.909939
H -1.442521 -1.587116 3.078313
H -1.187699 -3.556253 -0.674690

Forces on atoms 1 to 3 (eV/Å):
O 1.984 0.697 -1.282
C -1.058 -1.919 1.909
C -0.669 0.052 -1.096

Summary:
* total charge: 0
* gap between HOMO and LUMO (alpha / beta): 6.27 / 5.94 eV
* HOMO (alpha / beta): -6.47 / -6.14 eV
* relative energy (zero: lowest compared OMol25 entry of this formula, charge and spin): 224.6 kJ/mol
* LUMO level (alpha / beta): -0.0073 / -0.0073 Eh
* molecular weight: 650.78 g/mol


# 3
The molecule CH2N4S, computed with wB97M-V/def2-TZVPD.

Geometry (Å):
C 0.178444 -0.021974 0.213033
N 0.900452 1.108015 0.843601
N 1.936286 1.443238 0.284751
N 2.684480 0.920350 -0.509080
N 2.728710 -0.641539 -0.443143
S 1.534462 -1.269826 0.363868
H -0.685527 -0.500918 0.680430
H 0.001711 0.090590 -0.919845

Forces on atoms 1 to 3 (eV/Å):
C 1.579 -1.264 -2.588
N -2.972 -0.682 1.629
N -0.239 1.198 1.000

Summary:
* total charge: 0
* gap between HOMO and LUMO (alpha / beta): 7.73 / 7.65 eV
* HOMO (alpha / beta): -9.06 / -9.05 eV
* relative energy (zero: lowest compared OMol25 entry of this formula, charge and spin): 395.2 kJ/mol
* LUMO level (alpha / beta): -0.0491 / -0.0517 Eh
* molecular weight: 102.12 g/mol
* SMILES: C1N=NN=NS1